1.
Computed, not measured: a 2-piece molecular cluster, C3H11NOS2 overall in a non-equilibrium geometry, with ωB97M-V/def2-TZVPD.

Output
- max |F| (eV/A) = 5.3
- SMILES = CSSCCN.O
- E_HOMO (eV) = -7.9
- relative energy (zero: lowest compared OMol25 entry of this formula, charge and spin) (eV) = 1.825
- LUMO (Eh) = 0.0187
- E_tot (eV) = -28495.7718

Element x y z (Å)
C 2.432 0.032 0.707
S 1.243 1.461 0.288
S 0.081 0.558 -0.909
C -1.617 1.425 -0.681
C -2.074 1.102 0.690
N -2.122 -0.299 1.078
H 3.513 0.319 1.023
H 2.229 -0.565 1.532
H 2.354 -0.706 -0.151
H -2.332 0.975 -1.512
H -1.486 2.461 -0.816
H -2.979 1.586 0.953
H -1.336 1.471 1.337
H -2.601 -0.929 0.451
H -1.149 -0.740 1.132
O 1.992 -2.792 -2.126
H 1.165 -2.746 -1.521
H 2.687 -2.612 -1.475



2.
Computed, not measured: C3H11NOS2 as an isolated structure in a non-equilibrium geometry, with ωB97M-V/def2-TZVPD.

Output
- max |F| (eV/A) = 3.4
- E_HOMO (eV) = -8.2
- relative energy (zero: lowest compared OMol25 entry of this formula, charge and spin) (eV) = 4.636
- LUMO (Eh) = -0.0113
- E_tot (eV) = -28492.9606

Element x y z (Å)
N 1.554 -0.202 -1.763
C 0.723 -0.714 -0.676
C 0.621 0.225 0.512
S -1.257 1.225 1.191
S -2.517 0.674 -0.409
C -3.247 -0.858 0.250
H 2.405 0.087 -1.280
H 1.179 0.671 -2.127
H 1.079 -1.726 -0.466
H -0.350 -0.832 -0.910
H -0.206 1.115 0.209
H 0.988 -0.318 1.397
H -2.565 -1.688 0.040
H -4.194 -1.073 -0.247
H -3.354 -0.743 1.332
H 3.369 2.080 1.210
H 2.430 0.939 0.704
O 3.342 1.137 1.033



3.
Computed, not measured: a 2-piece molecular cluster, C3H11NOS2 overall in a non-equilibrium geometry, with ωB97M-V/def2-TZVPD.

Output
- max |F| (eV/A) = 3.5
- SMILES = CSSCCN.O
- E_HOMO (eV) = -8.7
- relative energy (zero: lowest compared OMol25 entry of this formula, charge and spin) (eV) = 1.142
- LUMO (Eh) = 0.0222
- E_tot (eV) = -28496.4539

Element x y z (Å)
C -0.135 -2.789 -0.947
S 0.838 -1.320 -1.407
S 1.235 -0.489 0.497
C -0.416 -0.292 1.130
C -1.206 1.010 1.065
N -0.625 2.073 0.357
H -1.159 -2.477 -0.682
H -0.146 -3.436 -1.871
H 0.370 -3.268 -0.104
H -0.066 -0.482 2.133
H -1.110 -1.045 0.844
H -1.305 1.171 2.110
H -2.169 0.538 0.696
H 0.001 1.778 -0.330
H -1.413 2.537 -0.160
O 2.480 2.043 -1.503
H 1.984 1.644 -0.775
H 2.842 2.804 -1.052



4.
Computed, not measured: C3H11NP as an isolated structure in a non-equilibrium geometry, with ωB97M-V/def2-TZVPD.

Output
- max |F| (eV/A) = 4.1
- net charge = +1
- E_HOMO (eV) = -13.8
- relative energy (zero: lowest compared OMol25 entry of this formula, charge and spin) (eV) = 5.412
- LUMO (Eh) = -0.1462
- E_tot (eV) = -14057.8337

Element x y z (Å)
C 1.126 0.953 -0.487
C 1.137 -1.395 0.093
C -0.613 0.240 0.947
N 0.349 -0.162 -0.115
P -1.955 0.228 -0.251
H 0.451 1.470 -1.254
H 1.588 1.573 0.329
H 2.007 0.689 -1.105
H 1.435 -1.472 -0.860
H 1.912 -1.125 0.773
H 0.462 -2.175 0.344
H -0.400 1.301 1.403
H -0.971 -0.474 1.683
H -0.893 0.074 -1.392
H -2.540 -0.942 -0.066
H -3.095 1.217 -0.044